Record 1
{
  "formula": "C2H7N3S2",
  "method": "wB97M-V/def2-TZVPD",
  "homo_ev": -7.9,
  "fmax_ev_per_a": 7.4,
  "energy_ev": -28320.4555,
  "species": ["C", "C", "H", "H", "H", "H", "H", "H", "H", "N", "N", "N", "S", "S"],
  "xyz": [[-1.870, -0.494, -0.366], [0.352, -0.523, 0.185], [-2.417, -1.649, -1.118], [-2.550, -0.112, 1.018], [-1.668, 0.717, -1.259], [-0.663, -2.205, -0.355], [-0.098, 0.890, 1.583], [1.896, 2.264, -0.287], [2.755, 0.859, 0.594], [-0.758, -1.319, 0.087], [0.191, 0.842, 0.504], [1.498, -1.138, -0.177], [0.384, 2.218, -0.246], [2.950, -0.350, -0.164]]
}


Record 2
{
  "formula": "C2H7N4",
  "method": "wB97M-V/def2-TZVPD",
  "homo_ev": -14.4,
  "charge": 1,
  "fmax_ev_per_a": 4.0,
  "energy_ev": -8138.0213,
  "species": ["C", "C", "N", "N", "N", "N", "H", "H", "H", "H", "H", "H", "H"],
  "xyz": [[0.630, 1.051, -0.320], [-0.307, -0.303, -0.450], [1.759, 0.632, 0.340], [1.966, -0.485, 0.533], [0.516, -1.343, -0.127], [-1.251, -0.259, 0.706], [0.952, 1.421, -1.350], [0.158, 1.975, 0.175], [-0.965, -0.245, -1.434], [0.861, -1.897, -0.841], [-1.923, -0.998, 0.542], [-1.617, 0.737, 0.633], [-0.779, -0.285, 1.595]]
}


Record 3
{
  "formula": "C2H7N4",
  "method": "wB97M-V/def2-TZVPD",
  "homo_ev": -14.4,
  "charge": 1,
  "fmax_ev_per_a": 5.1,
  "energy_ev": -8137.2187,
  "species": ["C", "C", "N", "N", "N", "N", "H", "H", "H", "H", "H", "H", "H"],
  "xyz": [[-1.171, 0.047, -0.084], [-0.202, 1.165, 0.106], [-2.384, 0.196, -0.061], [-0.310, -1.145, -0.082], [1.066, 0.757, -0.361], [1.162, -0.575, 0.085], [-0.469, 2.235, -0.288], [-0.156, 1.436, 1.256], [-3.078, -0.584, -0.376], [-0.207, -1.909, -0.851], [1.045, 0.769, -1.455], [1.328, -0.654, 1.152], [1.848, -1.292, -0.263]]
}


Record 4
{
  "formula": "C2H7N4",
  "method": "wB97M-V/def2-TZVPD",
  "homo_ev": -14.9,
  "charge": 1,
  "fmax_ev_per_a": 3.8,
  "energy_ev": -8137.6335,
  "species": ["C", "C", "N", "N", "N", "N", "H", "H", "H", "H", "H", "H", "H"],
  "xyz": [[1.833, 0.746, 0.724], [1.472, 0.089, -0.365], [-3.697, 0.455, 0.990], [-2.875, 0.357, 0.206], [-1.932, 0.099, -0.533], [0.591, -1.017, -0.163], [2.436, 1.719, 0.853], [1.229, 0.542, 1.566], [1.967, 0.183, -1.395], [-1.742, 0.465, -1.457], [0.385, -1.484, -1.042], [-0.505, -0.506, -0.050], [0.839, -1.649, 0.667]]
}


Record 5
{
  "formula": "C2H7N4",
  "method": "wB97M-V/def2-TZVPD",
  "homo_ev": -14.0,
  "charge": 1,
  "fmax_ev_per_a": 4.9,
  "energy_ev": -8135.8409,
  "species": ["C", "C", "N", "N", "N", "N", "H", "H", "H", "H", "H", "H", "H"],
  "xyz": [[0.211, -1.261, -0.008], [0.568, 0.087, -0.502], [3.404, 0.172, -0.538], [3.194, -0.632, 0.345], [2.374, 0.520, 0.342], [-0.142, 1.235, 0.090], [-0.656, -1.664, -0.538], [0.009, -1.263, 1.060], [1.036, -1.952, -0.194], [0.794, 0.203, -1.552], [-0.758, 0.920, 0.852], [-0.696, 1.757, -0.603], [0.568, 1.870, 0.496]]
}


Record 6
{
  "formula": "C2H7N4",
  "method": "wB97M-V/def2-TZVPD",
  "homo_ev": [-11.9, -15.3],
  "charge": 1,
  "spin_multiplicity": 3,
  "fmax_ev_per_a": 3.2,
  "energy_ev": -8137.3578,
  "species": ["C", "C", "N", "N", "N", "N", "H", "H", "H", "H", "H", "H", "H"],
  "xyz": [[-0.371, 0.239, 0.238], [-1.559, -0.280, 0.947], [2.222, -1.097, -1.503], [1.574, -0.170, -1.010], [0.453, -0.616, -0.362], [-0.104, 1.518, 0.206], [-1.288, -0.522, 1.978], [-2.353, 0.461, 0.982], [-1.936, -1.191, 0.487], [3.056, -0.757, -1.986], [0.279, -1.627, -0.358], [-0.702, 2.197, 0.654], [0.730, 1.844, -0.272]]
}


Record 7
{
  "formula": "C2H7N4O",
  "method": "wB97M-V/def2-TZVPD",
  "homo_ev": -14.9,
  "charge": 1,
  "fmax_ev_per_a": 3.6,
  "energy_ev": -10183.1327,
  "species": ["C", "C", "N", "N", "N", "N", "O", "H", "H", "H", "H", "H", "H", "H"],
  "xyz": [[0.854, 0.013, -0.316], [1.038, -1.071, 0.833], [1.822, 0.735, -0.675], [-0.465, 0.160, -0.711], [-0.933, 1.338, -0.852], [-1.204, -0.835, 0.641], [-0.246, -1.826, 0.741], [1.966, -1.768, 0.619], [1.185, -0.451, 1.766], [1.551, 1.404, -1.339], [-0.625, 2.296, -0.562], [-1.392, 1.612, -1.688], [-1.606, -0.386, 1.459], [-1.945, -1.222, 0.084]]
}


Record 8
{
  "formula": "C2H7N4O",
  "method": "wB97M-V/def2-TZVPD",
  "homo_ev": [-11.9, -12.7],
  "charge": 1,
  "fmax_ev_per_a": 4.6,
  "energy_ev": -10182.2035,
  "species": ["C", "C", "N", "N", "N", "N", "O", "H", "H", "H", "H", "H", "H", "H"],
  "xyz": [[2.874, 1.267, 0.284], [0.132, -0.109, -0.846], [2.041, -1.334, -0.200], [0.823, -0.880, -0.011], [-1.047, 0.351, -0.512], [-1.584, 0.100, 0.759], [3.272, 0.221, 0.317], [1.970, 1.631, -0.037], [0.366, 0.164, -1.858], [2.365, -2.270, 0.204], [-1.370, 1.187, -0.993], [-1.971, -0.793, 0.674], [0.335, -1.285, 0.743], [-2.271, 0.827, 0.965]]
}


Record 9
{
  "formula": "C2H7N4O",
  "method": "wB97M-V/def2-TZVPD",
  "homo_ev": -14.4,
  "charge": 1,
  "fmax_ev_per_a": 4.3,
  "energy_ev": -10185.0423,
  "species": ["C", "C", "N", "N", "N", "N", "O", "H", "H", "H", "H", "H", "H", "H"],
  "xyz": [[-0.992, 0.540, -0.186], [0.457, -1.213, -0.177], [1.277, 0.447, -0.685], [-0.897, -0.762, -0.192], [-2.172, 1.095, -0.234], [2.409, 0.637, -0.008], [0.075, 1.286, -0.117], [0.823, -1.775, -1.007], [1.005, -1.650, 0.810], [-1.754, -1.351, -0.272], [-2.963, 0.590, 0.016], [-2.019, 2.111, -0.444], [3.128, 1.302, -0.356], [2.395, 0.386, 1.085]]
}


Record 10
{
  "formula": "C2H7N4O",
  "method": "wB97M-V/def2-TZVPD",
  "homo_ev": -15.0,
  "charge": 1,
  "fmax_ev_per_a": 4.2,
  "energy_ev": -10183.3632,
  "species": ["C", "C", "N", "N", "N", "N", "O", "H", "H", "H", "H", "H", "H", "H"],
  "xyz": [[-1.313, 0.047, 0.000], [-0.749, -1.302, -0.056], [-2.434, 0.438, -0.197], [0.052, 1.033, 0.253], [2.108, 0.641, -0.537], [1.216, 0.204, 0.404], [0.698, -1.281, 0.058], [-1.207, -1.959, 0.781], [-1.077, -1.690, -1.000], [-2.950, 1.298, -0.060], [-0.278, 1.368, 1.162], [2.707, -0.092, -0.938], [1.683, 1.286, -1.216], [1.544, 0.010, 1.344]]
}


Record 11
{
  "formula": "C2H7N5O",
  "method": "wB97M-V/def2-TZVPD",
  "homo_ev": -8.6,
  "fmax_ev_per_a": 4.2,
  "energy_ev": -11680.2932,
  "species": ["C", "C", "H", "H", "H", "H", "H", "H", "H", "N", "N", "N", "N", "N", "O"],
  "xyz": [[0.346, 0.133, 0.082], [-1.390, -2.310, -1.659], [1.370, 2.096, 1.568], [0.113, 2.773, 1.028], [1.616, 1.340, -0.887], [-1.129, 0.051, -1.340], [-2.408, -1.654, -2.028], [-1.401, -3.409, -1.822], [0.636, -0.293, 3.026], [1.022, 2.414, 0.723], [0.830, 1.397, -0.213], [-0.369, -0.494, -0.944], [-0.355, -1.944, -1.015], [0.055, -0.291, 1.274], [1.065, 0.193, 2.204]]
}


Record 12
{
  "formula": "C2H7NO",
  "method": "wB97M-V/def2-TZVPD",
  "homo_ev": -8.5,
  "fmax_ev_per_a": 1.1,
  "energy_ev": -5724.4911,
  "species": ["C", "C", "N", "H", "H", "H", "H", "H", "H", "H", "O"],
  "xyz": [[1.058, 0.704, 1.222], [0.968, -0.476, 0.621], [-0.204, -1.023, 0.096], [0.190, 1.289, 1.498], [2.008, 1.141, 1.489], [1.804, -1.090, 0.406], [-1.065, -0.546, 0.323], [-0.289, -2.023, 0.170], [-1.913, 1.263, -2.283], [-0.805, 0.307, -1.744], [-1.752, 0.453, -1.798]]
}


Record 13
{
  "formula": "C2H7NO",
  "method": "wB97M-V/def2-TZVPD",
  "homo_ev": -9.2,
  "fmax_ev_per_a": 0.8,
  "energy_ev": -5724.4680,
  "species": ["C", "N", "C", "O", "H", "H", "H", "H", "H", "H", "H"],
  "xyz": [[1.711, 0.595, 0.250], [0.257, 0.531, 0.318], [-0.454, -0.304, -0.600], [-1.640, -0.821, 0.025], [2.125, 0.862, 1.214], [2.082, -0.358, -0.088], [2.069, 1.354, -0.448], [-0.153, 1.454, 0.377], [0.140, -1.158, -0.890], [-0.784, 0.227, -1.482], [-1.536, -0.572, 0.961]]
}


Record 14
{
  "formula": "C2H7NO2",
  "method": "wB97M-V/def2-TZVPD",
  "homo_ev": -10.0,
  "fmax_ev_per_a": 0.6,
  "energy_ev": -7772.4489,
  "species": ["C", "C", "N", "O", "O", "H", "H", "H", "H", "H", "H", "H"],
  "xyz": [[-0.731, 0.284, -0.376], [0.174, -0.649, 0.441], [1.558, -0.374, 0.087], [-2.009, 0.248, 0.181], [-0.239, 1.591, -0.364], [-2.462, 1.057, -0.084], [0.675, 1.553, -0.047], [-0.777, -0.064, -1.430], [2.188, -0.892, 0.689], [1.740, -0.662, -0.870], [-0.148, -1.686, 0.278], [0.032, -0.405, 1.496]]
}


Record 15
{
  "formula": "C2H7NO2",
  "method": "wB97M-V/def2-TZVPD",
  "homo_ev": -8.4,
  "fmax_ev_per_a": 2.9,
  "energy_ev": -7769.2126,
  "species": ["C", "O", "O", "H", "H", "H", "H", "C", "N", "H", "H", "H"],
  "xyz": [[-0.177, 0.146, -1.665], [0.545, 0.989, -0.977], [0.495, -0.729, -2.524], [0.533, 0.679, 0.408], [1.438, -0.536, -2.446], [-1.007, 0.603, -2.225], [-0.729, -0.683, -0.806], [-0.196, 0.082, 2.461], [0.136, -0.084, 1.262], [-0.371, -0.783, 0.513], [-0.659, -0.716, 3.043], [-0.008, 1.032, 2.957]]
}


Record 16
{
  "formula": "C2H7NO3",
  "method": "wB97M-V/def2-TZVPD",
  "homo_ev": -10.2,
  "fmax_ev_per_a": 1.9,
  "energy_ev": -9819.2876,
  "species": ["N", "C", "O", "H", "H", "H", "H", "H", "O", "C", "O", "H", "H"],
  "xyz": [[0.599, 0.030, -1.062], [1.415, 0.309, 0.110], [1.317, -0.698, 1.081], [0.141, 0.829, -1.489], [1.211, -0.234, -1.836], [2.478, 0.562, -0.029], [0.954, 1.222, 0.506], [1.702, -1.507, 0.719], [-3.076, 0.630, -0.200], [-2.275, 0.134, 0.553], [-1.601, -0.989, 0.347], [-2.085, 0.702, 1.483], [-0.779, -0.990, -0.183]]
}


Record 17
{
  "formula": "C2H7NO3",
  "method": "wB97M-V/def2-TZVPD",
  "homo_ev": [-15.6, -15.6],
  "charge": 1,
  "spin_multiplicity": 2,
  "fmax_ev_per_a": 1.3,
  "energy_ev": -9810.3511,
  "species": ["O", "C", "N", "C", "O", "H", "H", "H", "H", "H", "H", "H", "O"],
  "xyz": [[0.485, -2.227, 0.346], [0.248, -1.838, -0.803], [0.357, -0.568, -1.176], [0.912, 0.398, -0.260], [0.823, -0.016, 1.054], [-0.055, -2.523, -1.587], [0.341, -0.314, -2.159], [0.348, 1.340, -0.340], [1.923, 0.672, -0.551], [-0.044, -0.439, 1.202], [-2.024, 2.167, 0.776], [-1.427, 1.912, 2.102], [-1.887, 1.435, 1.395]]
}


Record 18
{
  "formula": "C2H7NO3P",
  "method": "wB97M-V/def2-TZVPD",
  "homo_ev": [-3.0, -3.0],
  "charge": -1,
  "fmax_ev_per_a": 2.9,
  "energy_ev": -19110.5674,
  "species": ["C", "C", "N", "O", "O", "O", "P", "H", "H", "H", "H", "H", "H", "H"],
  "xyz": [[0.649, -0.945, 0.240], [-0.139, 0.262, 0.539], [0.689, 1.420, 0.899], [-2.006, 2.356, -1.583], [-2.758, -0.095, -1.795], [-0.631, 0.569, -2.905], [-1.417, 0.993, -1.733], [1.598, -1.149, 0.891], [-0.078, -1.724, 0.337], [1.078, -0.899, -0.696], [-1.113, 0.031, 1.103], [1.455, 1.487, 0.264], [0.045, 2.177, 0.902], [-2.578, -0.537, -2.678]]
}


Record 19
{
  "formula": "C2H7NO3P",
  "method": "wB97M-V/def2-TZVPD",
  "homo_ev": [-1.7, -5.3],
  "charge": -1,
  "spin_multiplicity": 3,
  "fmax_ev_per_a": 11.1,
  "energy_ev": -19107.4510,
  "species": ["C", "C", "N", "O", "O", "O", "P", "H", "H", "H", "H", "H", "H", "H"],
  "xyz": [[-0.431, 1.026, -1.241], [-1.047, 0.463, -0.223], [1.414, 0.342, 0.895], [-0.380, 0.911, 2.451], [-0.233, -1.526, 1.583], [-0.281, -2.083, -1.115], [-0.175, -0.071, 1.338], [-0.889, 1.338, -2.120], [0.463, -1.470, -1.235], [0.640, 1.380, -1.258], [-2.078, 0.194, -0.303], [1.389, 1.276, 1.290], [1.973, 0.183, 0.040], [-0.363, -1.963, -0.102]]
}


What are the relative energy (zero: lowest compared OMol25 entry of this formula, charge and spin) values for these records? In order: 165.95; 97.44; 115.95; 106.38; 147.72; 0.00; 142.07; 163.50; 98.03; 136.75; 113.34; 17.31; 17.84; 24.83; 99.46; 38.58; 24.58; 49.61; 0.00 kcal/mol.